ORCA calculation (the ωB97M-V functional and the def2-TZVPD basis) on a single C5H8OS molecule.

Properties
Spin multiplicity: 1
E_HOMO: -8.8309 eV
Energy: -668.6685 a.u.
Energy relative to the best compared isomer or geometry (same formula, charge and spin): 183.9 kJ/mol
Orbital gap: 9.572 eV
Strongest force on any atom: 3.85 eV Å⁻¹
Charge: 0
LUMO energy: 0.741 eV

```
15
Properties=species:S:1:pos:R:3:forces:R:3
C -1.94683 -0.35993 -0.51254 -0.4231 1.1140 -0.3739
S -1.18631 -0.24707 1.11023 1.4972 -0.3316 0.0371
C 0.57072 -0.11735 0.49546 -1.8208 3.2717 0.1039
C 1.54801 -1.09521 0.93452 0.5196 -1.1235 -0.2473
O 2.54155 -1.37434 0.28496 -0.7893 0.1476 1.1074
C 1.12104 1.36480 0.59624 3.2729 -2.0209 0.1296
C 0.80043 0.83778 -0.72280 0.4541 -1.3089 -0.1051
H -1.10990 -0.65482 -1.16693 -1.0745 -0.6714 -0.0165
H -2.14242 0.70874 -0.80489 -0.4433 -1.1553 0.0412
H -2.89376 -0.97334 -0.47246 1.2991 0.5876 -0.3671
H 1.24750 -1.55549 1.93956 0.7101 0.1484 -0.9554
H 2.18386 1.44322 0.90042 -0.4456 -0.4590 -0.5315
H 0.65254 2.11376 1.11754 -2.0471 1.3714 0.7249
H -0.08796 1.25298 -1.16643 -0.0718 -0.1899 -0.2773
H 1.59243 0.47536 -1.41981 -0.6376 0.6198 0.7301
```
Forces are in eV/Å.

ORCA calculation (the ωB97M-V functional and the def2-TZVPD basis) on 12 unconnected molecules or ions with the total composition C46H80O28S4.

Properties
Spin multiplicity: 1
E_HOMO: -9.6907 eV
Energy: -5500.2118 a.u.
Energy relative to the best compared isomer or geometry (same formula, charge and spin): 0.0 kJ/mol
Orbital gap: 9.737 eV
Strongest force on any atom: 5.72 eV Å⁻¹
Charge: 0
LUMO energy: 0.047 eV

```
158
Properties=species:S:1:pos:R:3:forces:R:3
C 3.03970 5.02263 -0.07365 0.5520 0.2548 0.3040
C 3.21423 4.74798 1.43681 -0.7123 -0.8257 -1.2928
C 2.06243 5.19368 2.32280 0.6492 0.8294 -0.8446
O 1.98775 4.14624 3.30273 -1.0282 1.4343 0.4868
C 2.63418 3.06975 2.85488 1.0332 -2.1113 2.4936
O 2.81158 2.05689 3.53021 -0.7995 1.9356 -1.7180
O 3.16298 3.31433 1.68838 0.7516 -0.4810 -1.6426
H 3.63481 4.33956 -0.67975 -0.0075 -0.1703 0.1979
H 3.42756 6.01225 -0.31509 0.0633 0.1465 0.1888
H 2.02492 5.00808 -0.47127 -0.1430 -0.3186 0.4461
H 4.20689 5.03122 1.78683 -0.1114 0.3707 0.0230
H 1.16002 5.35732 1.73375 -0.3633 -0.8436 0.1570
H 2.27764 6.20473 2.66860 0.0808 -0.3303 1.0959
C -4.07696 1.78419 -5.39006 1.5007 1.1366 0.9283
C -3.50580 1.73685 -3.96899 -1.0182 -2.2840 -0.7796
C -2.02629 1.94888 -3.80685 -0.6543 0.4089 0.6397
O -1.96734 2.54763 -2.49833 -1.0854 0.7962 1.0556
C -3.22231 3.04193 -2.16620 0.4399 2.2320 1.6257
O -3.49077 3.82411 -1.22982 1.1497 -3.1685 -3.0424
O -4.09213 2.63182 -3.09984 -1.0550 2.1553 1.4132
H -3.43521 1.06885 -5.90439 -0.7275 -0.3451 -0.5147
H -3.78871 2.75866 -5.78430 -0.1721 0.1554 -0.2666
H -5.16151 1.70071 -5.45998 0.2841 -0.5433 0.0122
H -3.77669 0.78105 -3.52046 0.2699 -0.5434 -0.2325
H -1.69121 2.73463 -4.48392 0.5931 -0.5043 -0.3740
H -1.53784 0.97521 -3.76827 0.5417 0.5167 -0.3857
C -1.40150 6.88289 6.09287 0.2656 -0.1212 -0.2674
C -1.00531 5.45122 5.70755 -0.1280 1.6367 0.6469
C -1.59771 4.36677 6.50401 -0.1588 -1.2161 2.7902
O -2.21429 3.50386 5.60098 -0.5557 -2.0813 2.1569
C -2.01849 3.90949 4.41222 -2.2867 -0.5403 -3.9755
O -2.44655 3.30940 3.43271 1.3550 1.1935 1.1161
O -1.51514 5.13527 4.43881 1.1643 0.9702 -2.2539
H -1.15753 7.54821 5.26466 0.1423 0.0279 0.0425
H -0.85587 7.21738 6.97520 0.0969 -0.0895 -0.0233
H -2.46239 7.02361 6.29978 -0.0777 -0.3943 -0.0770
H 0.07001 5.30200 5.80505 0.2221 0.4549 -0.8553
H -2.35715 4.63531 7.23833 0.1983 0.2417 0.1031
H -0.78544 3.80789 6.96871 -0.2777 -0.0983 0.4966
C -6.12680 1.66251 0.25524 -1.9276 -0.3680 -0.2929
C -6.77945 0.57683 -0.66643 2.5696 0.8906 -0.2950
C -5.88215 -0.67959 -0.83181 -0.3976 0.1715 -0.1000
O -6.69798 -1.71309 -0.27105 1.3112 -0.4177 -0.3609
C -7.89595 -1.25355 0.01347 -4.3633 -3.3920 1.4805
O -8.82835 -1.99544 0.40491 3.1889 2.8670 -1.2105
O -8.01434 0.04841 -0.21457 0.0707 0.8599 0.2196
H -6.14232 1.27175 1.27267 0.5188 0.1333 0.0635
H -6.78039 2.53467 0.23919 -0.2371 0.0074 0.1810
H -5.18354 2.08953 -0.08536 0.2336 -0.7226 -0.0566
H -6.89539 1.00318 -1.66286 -0.4498 0.0962 0.0899
H -4.89671 -0.70423 -0.36663 -0.2104 0.3842 0.3856
H -5.69794 -0.85264 -1.89211 -0.2333 -0.3118 -0.0934
C -0.16884 1.30756 4.62533 -0.2151 -1.3034 0.1620
C -1.30385 0.21752 4.64427 0.6086 4.1304 0.1842
C -1.13099 -0.97980 3.79451 1.4118 -1.2012 -0.3208
O -0.90723 -2.00938 4.75304 -0.8878 -0.8461 2.3863
C -1.06212 -1.53410 6.06140 0.7723 -0.1693 0.3291
O -0.88153 -2.15728 7.08631 -0.5611 0.9814 -2.3406
O -1.32675 -0.19202 5.99758 -0.2648 -2.1852 0.4787
H -0.22161 1.97342 3.76398 0.0691 -0.1042 0.0405
H 0.80598 0.82643 4.70504 0.0928 0.0055 -0.3752
H -0.27318 1.84449 5.56814 -0.1641 0.2932 -0.2328
H -2.20324 0.80629 4.46377 -0.3662 -0.4683 -0.1320
H -0.17199 -1.03743 3.27964 -0.0940 0.8464 -0.6571
H -1.91232 -1.21758 3.07265 -0.2344 -0.0678 0.3810
C -2.14487 -4.63475 -0.43089 -0.6073 0.2687 1.1183
C -3.51099 -3.87899 -0.28462 2.0106 1.0160 -1.0851
C -4.25181 -3.65876 -1.63492 -0.0708 -0.9162 0.9891
O -5.41216 -4.46861 -1.45809 -0.4380 -0.4238 0.4840
C -5.46202 -4.97711 -0.19157 -1.2201 -0.5951 0.7014
O -6.34483 -5.64767 0.26993 0.8683 0.6739 -0.9707
O -4.37891 -4.60995 0.53160 -0.5504 -0.5010 -0.5204
H -1.32368 -4.17351 -0.97951 -0.4865 0.3698 -0.4077
H -2.30447 -5.65833 -0.76989 -0.1560 0.0416 -0.2750
H -1.72081 -4.72779 0.56891 -0.1654 -0.0790 0.1507
H -3.41974 -2.90150 0.18897 0.6221 -0.0851 0.0371
H -3.70488 -4.07471 -2.48106 -0.0143 0.3457 0.0329
H -4.55253 -2.61938 -1.76657 0.1679 -0.1883 -0.2403
O 6.82096 1.83427 -0.91337 -0.1239 -1.6034 0.5286
S 6.53607 0.42940 -0.58864 -0.5936 0.2794 -0.3182
O 6.56711 -0.55840 -1.66809 0.0651 0.7480 0.8524
C 7.53232 -0.15979 0.84939 -0.3474 0.5392 0.4070
C 6.51808 -0.83688 1.80908 0.1976 0.0443 -1.3908
C 5.20781 -0.03724 1.70156 0.3205 0.6016 2.1669
C 4.89357 0.31444 0.28907 0.0102 -0.7263 -1.0687
H 7.92228 0.75317 1.29942 -0.1890 0.1966 0.0341
H 8.42033 -0.73900 0.59634 -0.4228 -0.2303 -0.5090
H 6.30821 -1.84042 1.43902 0.1288 -0.1898 -0.0418
H 6.94776 -0.94091 2.80541 -0.2521 0.2661 0.0342
H 5.26718 0.88184 2.28455 0.4025 0.2360 0.0332
H 4.41956 -0.55254 2.25040 -0.3000 -0.2621 -0.5505
H 4.27472 1.19888 0.13773 0.5162 0.3079 0.1576
H 4.32340 -0.49970 -0.15835 0.3666 -0.1994 -0.3165
O -2.47753 -0.09872 -1.38289 0.6086 -0.0097 1.1376
S -1.49052 -0.09394 -0.28180 0.4490 0.6878 -0.6030
O -1.43418 -1.28998 0.55124 -0.1195 0.6835 -0.2314
C 0.15615 0.31952 -0.98141 -0.3526 1.1045 1.6477
C 0.74351 1.34836 0.11785 -0.0596 -0.4335 -1.4106
C -0.36631 2.31890 0.50344 -0.9281 0.9203 -0.8868
C -1.59762 1.49254 0.78905 -0.4712 -1.7456 0.2722
H -0.07236 0.86122 -1.89926 -0.0070 0.2521 0.1191
H 0.77027 -0.53421 -1.26796 -0.1182 -0.1786 0.6546
H 1.09672 0.93838 1.06403 0.1446 -0.8372 -0.3525
H 1.58395 1.81739 -0.39380 0.0313 0.3071 0.2392
H -0.65663 3.07385 -0.22723 0.3729 -0.3226 -0.7293
H -0.14471 2.97843 1.34249 0.2555 -0.4989 0.5064
H -2.59832 1.90436 0.65834 0.2660 0.2961 -0.3291
H -1.55352 1.13495 1.81778 -0.0751 -0.3435 -0.0079
O 1.92115 -1.81391 1.01201 -0.8030 -2.3934 -0.5636
S 1.71589 -3.29015 0.81786 -0.3290 2.6849 2.0954
O 1.36395 -3.76319 -0.51023 0.5379 -0.1058 0.6017
C 3.18043 -3.99405 1.68220 -0.5425 -1.3577 0.3069
C 2.58861 -4.71603 2.93782 0.9316 -0.3572 0.2897
C 1.30941 -4.04339 3.38894 -0.8730 -0.1311 -0.6298
C 0.47415 -3.96538 2.12038 0.6111 0.8263 -0.6833
H 3.91152 -3.25367 2.00692 -0.5031 0.4303 -0.4997
H 3.66241 -4.65119 0.95836 0.0023 -0.1014 0.2440
H 2.42474 -5.78044 2.76965 -0.3964 0.0131 -0.5278
H 3.29238 -4.77469 3.76812 0.3771 0.5116 -0.1309
H 1.43006 -3.06129 3.84612 0.2602 0.0381 -0.1655
H 0.73057 -4.63555 4.09774 0.2722 -0.1166 0.1754
H -0.41534 -3.34161 2.20881 0.2317 0.2812 -0.3666
H 0.16108 -4.95543 1.78891 0.2268 -0.0240 -0.1716
O 1.66659 -2.27983 -5.33410 -0.8124 0.7349 0.4806
S 0.40906 -1.70992 -4.86782 -2.0399 -1.7413 0.0602
O 0.25205 -0.31220 -4.52707 0.5539 0.1057 -0.1678
C -0.94061 -2.23133 -6.04369 0.6922 0.0113 0.2529
C -1.32314 -3.64476 -5.54758 -0.1974 0.9168 -0.3764
C -1.55828 -3.42535 -4.04783 0.3648 0.3072 -0.6140
C -0.30657 -2.74522 -3.45670 0.5081 -0.2373 -1.0583
H -0.56701 -2.04659 -7.05086 0.0902 -0.4965 -0.0013
H -1.80276 -1.57997 -5.90044 0.1449 0.2084 0.2198
H -2.28571 -3.96062 -5.94979 0.1228 0.0419 -0.3880
H -0.58652 -4.40882 -5.79597 0.1393 0.1194 0.1724
H -1.90957 -4.37913 -3.65410 0.5286 0.1784 0.6943
H -2.38558 -2.71800 -3.99029 -0.1598 -0.0212 0.2345
H 0.49861 -3.46407 -3.30490 -0.0830 0.0342 0.5676
H -0.50007 -2.07807 -2.61671 0.1800 -0.2054 -0.0195
C 3.35358 1.11419 -3.29193 0.4178 -0.3678 0.7991
C 2.62053 2.34644 -3.74314 -2.2974 1.4496 1.4770
C 2.19490 2.35990 -5.19121 0.7529 -0.0209 -0.2228
O 2.22799 3.23331 -2.96062 1.2132 -1.7290 -1.2793
H 4.41294 1.15754 -3.54482 0.0737 0.0512 -0.3581
H 2.95281 0.16907 -3.65829 -0.1601 0.3475 -0.7078
H 3.35313 0.94880 -2.21456 -0.2081 0.6436 0.2025
H 2.01679 3.34307 -5.62681 0.2366 0.1202 0.3806
H 1.27673 1.79272 -5.34414 0.1139 -0.3032 0.2959
H 3.01111 1.85509 -5.70800 -0.2223 -0.0327 -0.5505
C 3.65296 -2.02438 -2.43378 0.4755 -0.4021 0.5668
C 4.44120 -3.24198 -1.92793 -1.0375 0.9351 -2.1844
C 4.92368 -4.26760 -2.90956 -0.3793 -0.3899 -0.3329
O 4.66641 -3.40185 -0.77474 0.3997 -0.0223 2.3203
H 4.37538 -1.25953 -2.71873 0.1541 -0.1989 -0.4173
H 3.11437 -1.56999 -1.60219 -0.2364 -0.3031 0.0706
H 2.98185 -2.28768 -3.25132 0.1825 0.1290 -0.0533
H 5.08521 -5.16122 -2.30670 0.5489 -0.0185 -0.3209
H 5.79079 -3.91772 -3.46974 0.2946 -0.0644 0.3460
H 4.20402 -4.52033 -3.68822 -0.3265 0.2087 0.0898
```
Forces are in eV/Å.

ORCA calculation (the ωB97M-V functional and the def2-TZVPD basis) on a single C6H5Cl5N2 molecule.

Properties
Spin multiplicity: 1
E_HOMO: -8.0756 eV
Energy: -2642.0235 a.u.
Energy relative to the best compared isomer or geometry (same formula, charge and spin): 0.0 kJ/mol
Orbital gap: 7.871 eV
Strongest force on any atom: 4.45 eV Å⁻¹
Charge: 0
LUMO energy: -0.204 eV

```
18
Properties=species:S:1:pos:R:3:forces:R:3
C 0.84648 0.97101 -0.76838 1.6398 0.0807 0.4728
C 0.19035 -0.40818 -0.85687 1.9185 1.0104 -2.2921
N 1.07517 -1.35102 -1.49239 3.4023 -0.7961 0.5127
Cl 2.20254 -0.83421 -2.81799 -1.7418 -0.5206 1.4291
N -0.87344 -0.44966 -1.83499 -4.1185 0.8804 1.4453
C -2.19209 -0.24867 -1.41778 -0.0265 -0.4867 1.0383
Cl -3.39408 0.20321 -2.61145 1.0292 -0.3535 0.4746
C -2.56315 -0.50595 -0.10134 -0.1057 0.5070 -1.5681
Cl -4.26364 -0.41881 0.32147 0.9002 -0.0231 0.1567
C -1.53496 -0.87852 0.86617 2.3879 -0.3926 -0.3963
Cl -1.97858 -1.42860 2.45825 -0.1994 0.3702 -0.7063
C -0.17133 -0.86381 0.52354 -3.7743 -0.8054 1.0471
Cl 0.99898 -1.36651 1.70004 -0.0413 0.3869 -0.9352
H 0.99206 1.47848 -1.73295 -0.2806 -0.3323 0.2211
H 1.87290 0.85547 -0.31476 -0.9919 0.0502 -0.3972
H 0.28811 1.60080 -0.08907 -0.3159 0.1895 -0.0117
H 0.58942 -2.20343 -1.73149 0.1801 0.0738 -0.6100
H -0.64254 -0.28475 -2.80180 0.1378 0.1610 0.1192
```
Forces are in eV/Å.

ORCA calculation (the ωB97M-V functional and the def2-TZVPD basis) on a single C19H25ClN4O molecule.

Properties
Spin multiplicity: 1
E_HOMO: -8.0449 eV
Energy: -1493.3456 a.u.
Energy relative to the best compared isomer or geometry (same formula, charge and spin): 544.7 kJ/mol
Orbital gap: 7.164 eV
Strongest force on any atom: 5.21 eV Å⁻¹
Charge: 0
LUMO energy: -0.881 eV

```
50
Properties=species:S:1:pos:R:3:forces:R:3
C -1.37269 -2.52314 -3.60890 -0.0984 -1.1309 0.8411
C -0.05497 -1.98286 -3.15332 1.1131 -3.1605 -0.6603
O 0.75234 -2.78894 -2.69753 -0.3032 1.2052 0.3306
C 0.28170 -0.60864 -3.46667 1.1263 2.4102 0.5675
C -0.03706 -0.10424 -4.72703 -0.8439 1.3224 -1.9816
N 0.16554 1.14967 -5.12991 0.4008 -2.5584 0.0844
C 0.94233 1.88086 -4.29719 -1.1502 2.0830 -3.0659
C 1.42851 3.06720 -4.86363 2.8670 3.0036 -1.0768
C 2.27832 4.00157 -4.18241 -1.2186 -2.1109 -0.9924
C 2.48655 3.54928 -2.91591 -0.2156 -1.7687 4.8962
Cl 3.43497 4.53783 -1.72303 -0.5260 -0.5284 -1.1397
N 2.00629 2.41280 -2.30345 2.0807 3.3314 -0.3529
C 1.27917 1.59091 -3.02161 -0.0765 -1.2882 1.0976
C 0.92860 0.28225 -2.58273 -0.6316 -3.2593 0.3888
N 1.21656 -0.19730 -1.31624 0.7218 1.1093 1.9197
C 0.29820 0.12536 -0.23543 -1.2096 0.5078 0.0181
C 1.02837 0.27510 1.15073 -0.0219 -2.7120 -1.2234
C 0.66753 -0.90842 2.11260 -0.0064 -1.2075 -2.1734
C -0.81680 -1.12541 2.39720 -0.2779 2.6998 0.7594
C -1.35323 -0.16052 3.55731 2.0483 0.7258 0.0559
N -0.77654 -0.49865 4.87679 -1.1176 -0.6903 -0.3186
C -1.76981 -1.07685 5.75471 -2.2326 -1.1262 -0.6275
C 0.22896 0.36426 5.42161 1.3413 -1.0108 0.3150
C -1.65138 -0.86705 1.14149 2.9376 -0.1759 -0.7411
C -0.82309 -0.96000 -0.23394 -2.3129 1.4488 1.8318
H -1.52578 -3.60999 -3.41643 0.6661 0.8017 -0.2554
H -1.66202 -2.26944 -4.59395 -0.0296 0.2224 -1.1450
H -2.07432 -2.03929 -2.99587 -1.3912 0.8030 0.9150
H -0.49377 -0.74599 -5.49985 0.0235 0.3232 0.5920
H 1.48623 3.27642 -5.94882 -1.1996 -0.6378 0.5665
H 2.83911 4.86507 -4.57648 -0.7526 -0.6384 -0.0189
H 1.58567 -1.09475 -1.02999 0.1597 -0.2916 -1.7783
H -0.23930 1.03233 -0.53628 0.3910 0.3023 0.3762
H 2.12451 0.28066 0.91385 -0.9558 0.2430 0.5164
H 0.71315 1.13198 1.65882 -0.1820 1.7428 0.4778
H 0.88575 -1.91554 1.62218 0.7006 1.3045 0.5281
H 1.24090 -0.78670 3.00042 0.4509 -0.2901 0.8405
H -0.90696 -2.13916 2.72198 -0.3381 -0.6516 0.4799
H -2.41935 -0.22647 3.61742 -0.8323 -0.1024 -0.0310
H -1.11781 0.96822 3.38910 -0.2949 -1.8510 -0.3341
H -2.23940 -2.06660 5.37158 0.9267 1.5042 -0.1387
H -2.68105 -0.41919 5.88189 0.7748 -0.2700 0.0787
H -1.48903 -1.42817 6.73449 0.9173 0.5202 0.4090
H 0.04046 1.01871 6.25708 -1.1238 0.5471 0.2968
H 1.06046 -0.23874 5.82803 -0.0490 -0.0352 -0.2562
H 0.65922 0.94777 4.62911 0.1646 0.3710 -0.3744
H -1.98606 0.12725 1.20223 -0.4086 1.6860 -0.0951
H -2.52839 -1.42147 1.19866 -1.5182 -1.4231 -0.4175
H -1.65438 -0.77717 -0.96909 1.2374 -0.0431 0.0406
H -0.38622 -1.90484 -0.41362 0.2692 -1.2563 -0.0255
```
Forces are in eV/Å.